A 2-piece molecular cluster, C3H5NO3 overall in a non-equilibrium geometry. Source: the OMol25 dataset; level of theory: ωB97M-V/def2-TZVPD.

```
! RIJCOSX wB97M-V def2-TZVPD def2/J DEFGRID3
* xyz 0 1
N -1.7301 -0.7050 0.1384
C -0.6106 -0.1740 0.7323
O 0.1727 -0.7941 1.4211
C -0.4075 1.2870 0.6966
O 1.7200 0.8331 -0.5903
C 1.6127 -0.2967 -1.2120
O 0.7158 -1.1203 -1.1068
H -2.0263 -0.2897 -0.7378
H -1.5866 -1.7030 0.0286
H -1.2675 1.9605 0.5315
H 0.4514 1.6748 1.2118
H 2.4055 -0.5252 -1.9668
*
```

Computed properties:
strongest force on any atom: 1.664 eV/Å
E_LUMO (alpha / beta): -0.11403 / -0.06509 Eh
HOMO energy (alpha / beta): -9.7229 / -10.0574 eV
ΔE to the lowest compared entry with this formula, charge and spin: 108.83 kcal per mole
M: 103.077 Da